a:
This record from the OMol25 dataset describes a 2-piece molecular cluster, C3H4ClNS overall. The level of theory is ωB97M-V with the def2-TZVPD basis set.

```
10
Properties=species:S:1:pos:R:3:mulliken_charge:R:1
S -0.14 -1.79 -0.13 -0.118
C -1.73 -1.99 -0.05 -0.377
H -0.12 2.41 -0.81 0.290
N 1.21 1.23 0.03 -0.087
H -2.38 -2.45 -0.85 0.253
H -0.38 1.97 0.99 0.251
Cl 3.59 0.01 0.11 -0.153
C 1.84 0.19 -0.22 0.055
C 0.19 1.93 0.05 -0.362
H -2.07 -1.52 0.88 0.248
```

Output
charge	0
HOMO-LUMO gap	8.2	eV

***

b:
This record from the OMol25 dataset describes one molecule with the formula C3H4ClNS. The level of theory is ωB97M-V with the def2-TZVPD basis set.

```
10
Properties=species:S:1:pos:R:3:mulliken_charge:R:1
H -1.64 -1.36 -0.60 0.283
H 1.13 -1.52 -0.46 0.304
S -2.15 0.91 -0.43 -0.077
H 1.81 0.21 -0.30 0.265
C -0.49 1.35 -0.21 -0.253
Cl 1.64 -0.67 1.95 -0.161
H 0.00 2.24 -0.04 0.418
C 1.24 -0.60 0.20 -0.315
N -1.43 -0.59 -0.01 -0.353
C -0.10 0.03 -0.12 -0.110
```

Output
charge	0
HOMO-LUMO gap	9.1	eV

***

Tell me which of them is the least stable. Sure, it is a.

***

a:
This record from the OMol25 dataset describes C5H6 as an isolated structure. The level of theory is ωB97M-V with the def2-TZVPD basis set.

```
11
Properties=species:S:1:pos:R:3:mulliken_charge:R:1
C 0.66 -0.60 -0.66 -0.013
C -0.68 -0.16 0.08 -0.261
C 1.11 -0.96 0.67 -0.533
H 0.95 -1.28 -1.54 0.320
H -0.04 1.78 -0.72 0.286
C -0.15 0.70 -0.91 -0.618
C 0.18 0.02 1.31 -0.408
H -0.56 0.44 -1.87 0.251
H -1.71 -0.46 0.09 0.421
H -0.31 -0.48 2.15 0.252
H 0.55 1.00 1.41 0.303
```

Output
charge	0
HOMO-LUMO gap	9.1	eV

***

b:
This record from the OMol25 dataset describes one molecule with the formula C5H6. The level of theory is ωB97M-V with the def2-TZVPD basis set.

```
11
Properties=species:S:1:pos:R:3:mulliken_charge:R:1
C 0.90 -0.84 0.02 -0.286
C -0.20 1.18 -0.02 -0.321
H 1.91 1.21 -0.24 0.296
H 1.34 -1.35 0.91 0.235
C -0.61 -1.03 -0.07 -0.420
H -2.28 0.38 0.06 0.392
H -1.16 -2.00 -0.01 0.317
C 0.99 0.67 0.06 -0.479
H 1.40 -1.30 -0.82 0.255
C -1.22 0.16 0.03 -0.433
H -0.35 2.21 -0.01 0.445
```

Output
SMILES	C1=CCC=C1
charge	0
HOMO-LUMO gap	9.9	eV

***

Tell me which of them is the least stable. Sure, it is a.

***

a:
This record from the OMol25 dataset describes one molecule with the formula C5H6. The level of theory is ωB97M-V with the def2-TZVPD basis set.

```
11
Properties=species:S:1:pos:R:3:mulliken_charge:R:1
C 2.12 -0.06 -0.03 -0.868
C 0.74 -0.06 -0.12 0.095
C -0.24 -1.15 -0.07 -0.432
H 2.55 0.89 -0.01 0.280
C -1.72 1.15 0.17 -0.592
H -0.71 -1.67 -0.95 0.249
H -0.34 -1.45 0.93 0.258
H -2.81 0.72 0.13 0.198
C -0.72 0.24 0.17 0.225
H -1.56 2.26 0.05 0.258
H 2.70 -0.86 -0.28 0.329
```

Output
SMILES	C=C1CC1=C
charge	0
HOMO-LUMO gap	9.8	eV

***

b:
This record from the OMol25 dataset describes one molecule with the formula C5H6. The level of theory is ωB97M-V with the def2-TZVPD basis set.

```
11
Properties=species:S:1:pos:R:3:mulliken_charge:R:1
H 0.13 1.68 1.51 0.243
C 0.43 1.17 0.61 -0.568
C 0.91 -0.27 0.84 -0.505
C -0.44 -0.06 0.32 -0.101
C -0.84 -0.49 -1.05 -0.710
C -1.18 -0.96 -2.10 0.245
H -1.26 -0.23 1.06 0.272
H 1.02 -0.55 1.90 0.216
H 0.79 1.83 -0.22 0.265
H -1.32 -1.44 -3.07 0.391
H 1.76 -0.68 0.20 0.252
```

Output
SMILES	C#CC1CC1
charge	0
HOMO-LUMO gap	10.8	eV

***

Tell me which of them is the least stable. Sure, it is a.

***

a:
This record from the OMol25 dataset describes one molecule with the formula C5H6. The level of theory is ωB97M-V with the def2-TZVPD basis set.

```
11
Properties=species:S:1:pos:R:3:mulliken_charge:R:1
H -0.61 0.73 -1.23 0.394
H 2.10 -1.34 -1.08 0.292
H 2.49 1.40 0.40 0.392
H -3.08 0.05 -0.30 0.274
C 1.85 0.64 0.15 -0.461
H 0.23 -0.39 1.33 0.419
H -2.31 -0.68 0.95 0.213
C 0.59 -0.08 0.42 -0.320
C -0.88 0.29 -0.36 -0.084
C -2.09 -0.07 0.09 -0.854
C 1.71 -0.56 -0.37 -0.265
```

Output
SMILES	C=CC1C=C1
charge	0
HOMO-LUMO gap	10.3	eV

***

b:
This record from the OMol25 dataset describes a 2-piece molecular cluster, C5H6 overall. The level of theory is ωB97M-V with the def2-TZVPD basis set.

```
11
Properties=species:S:1:pos:R:3:mulliken_charge:R:1
C -0.96 0.34 -0.58 -0.818
H -1.73 0.81 -1.23 0.424
H -1.01 0.71 0.42 0.189
C 1.34 -1.04 1.95 -0.120
H -0.91 -0.71 -0.88 0.342
H 0.39 0.63 -2.17 0.154
C 0.31 0.82 -1.12 -0.263
C 0.64 -1.61 0.85 -0.626
H 2.51 -0.23 0.15 0.422
C 1.78 -0.77 0.71 -0.095
H 1.47 -0.82 2.97 0.390
```

Output
charge	0
HOMO-LUMO gap (spin up / spin down)	8.3 / 8.3	eV

***

c:
This record from the OMol25 dataset describes one molecule with the formula C5H6. The level of theory is ωB97M-V with the def2-TZVPD basis set.

```
11
Properties=species:S:1:pos:R:3:mulliken_charge:R:1
H -1.21 -0.68 -2.42 0.227
C -1.23 0.93 -0.86 -0.352
H 1.19 -1.20 0.36 0.188
C -1.36 -0.54 -1.40 -0.560
H -1.52 1.85 -0.57 0.425
C -0.31 0.03 -0.46 0.195
H 1.61 1.28 2.05 0.211
H -2.21 -1.15 -1.00 0.173
C 0.92 -0.19 0.53 -0.141
C 1.82 0.21 1.57 -0.638
H 2.30 -0.54 2.21 0.273
```

Output
SMILES	C=CC1=CC1
charge	0
HOMO-LUMO gap	9.2	eV

***

Tell me which of them is the least stable. Sure, it is b.

***

a:
This record from the OMol25 dataset describes a 2-piece molecular cluster, C2H4N6 overall. The level of theory is ωB97M-V with the def2-TZVPD basis set.

```
12
Properties=species:S:1:pos:R:3:mulliken_charge:R:1
H -0.05 -1.43 -2.52 0.295
H 1.21 1.16 -0.82 0.194
N -0.40 -2.19 -1.94 -0.586
C 1.27 2.17 1.00 0.305
N 1.06 0.95 1.48 -0.137
N 0.21 -2.82 -1.11 0.679
N 0.93 0.18 -0.77 -0.474
H 0.47 -0.98 0.93 0.246
C 0.78 0.03 0.50 -0.018
H 1.17 0.69 2.46 0.270
N 1.62 3.18 0.63 -0.387
N 0.61 -3.65 -0.42 -0.386
```

Output
charge	0
HOMO-LUMO gap	10.1	eV

***

b:
This record from the OMol25 dataset describes C2H4N6 as an isolated structure. The level of theory is ωB97M-V with the def2-TZVPD basis set.

```
12
Properties=species:S:1:pos:R:3:mulliken_charge:R:1
H -2.43 2.04 1.47 0.271
H 2.25 -1.18 0.43 0.259
N -0.02 0.02 1.08 -0.200
N -0.88 0.36 1.88 -0.460
C -1.71 1.04 1.12 0.101
N -0.39 0.15 -0.21 0.842
C 0.47 0.08 -1.41 -0.006
N 1.46 -0.67 -1.55 -0.214
H 2.99 -1.47 -0.93 0.278
N 2.08 -1.50 -0.56 -0.484
N -1.57 0.69 -0.22 -0.802
H -0.13 0.57 -2.13 0.416
```

Output
charge	0
HOMO-LUMO gap	10.1	eV

***

c:
This record from the OMol25 dataset describes one molecule with the formula C2H4N6. The level of theory is ωB97M-V with the def2-TZVPD basis set.

```
12
Properties=species:S:1:pos:R:3:mulliken_charge:R:1
H -2.16 0.88 -0.32 0.258
N 0.92 -1.31 -0.08 -0.292
H -1.68 -0.96 1.02 0.280
N -0.18 -0.56 -0.12 0.683
H 2.99 0.99 0.09 0.440
N -1.34 -1.39 0.15 -0.734
H -1.98 -1.28 -0.67 0.280
C 2.03 0.57 0.04 0.044
C -0.27 0.88 0.00 0.596
N 1.04 1.38 0.13 -0.465
N 2.00 -0.78 -0.12 -0.446
N -1.37 1.57 -0.13 -0.644
```

Output
SMILES	[H]/N=c1/ncnnn1N
charge	0
HOMO-LUMO gap	9.2	eV

***

Tell me which of them is the least stable. Sure, it is b.

***

a:
This record from the OMol25 dataset describes one molecule with the formula C2H4N6. The level of theory is ωB97M-V with the def2-TZVPD basis set.

```
12
Properties=species:S:1:pos:R:3:mulliken_charge:R:1
H -2.38 1.77 -1.17 0.256
N -0.58 0.05 -1.44 -0.446
N 0.46 -0.46 0.34 0.892
H 1.03 -1.10 2.21 0.289
N -1.64 1.94 -0.53 -0.462
H -1.80 2.10 0.45 0.270
N 2.28 -1.98 0.27 -0.523
N 0.18 -0.93 -0.85 -0.396
H 1.98 -1.69 -0.72 0.382
C 1.48 -1.20 1.14 0.102
N -0.25 0.56 0.75 -0.880
C -0.76 0.94 -0.45 0.516
```

Output
SMILES	[H]/N=C\n1nnc(N)n1
charge	0
HOMO-LUMO gap	8.8	eV

***

b:
This record from the OMol25 dataset describes C2H4N6 as an isolated structure. The level of theory is ωB97M-V with the def2-TZVPD basis set.

```
12
Properties=species:S:1:pos:R:3:mulliken_charge:R:1
N 1.96 -0.09 -1.10 -0.576
N -0.11 0.51 0.44 -0.444
C -1.30 0.57 1.02 0.513
C 1.07 -1.01 -0.95 0.002
H 0.90 1.24 0.09 0.448
N -1.87 -0.61 0.97 -0.224
N -1.91 1.67 1.47 -0.657
N -1.11 -1.41 0.31 -0.442
H -1.21 2.40 0.91 0.215
H 2.47 -0.43 -1.96 0.297
N 0.09 -0.92 0.15 0.439
H 1.02 -1.93 -1.35 0.430
```

Output
charge	0
HOMO-LUMO gap	7.8	eV

***

Tell me which of them is the least stable. Sure, it is b.